[1]
13
Properties=species:S:1:pos:R:3:forces:R:3 method="wB97M-V/def2-TZVPD" energy_ha=-286.56702 relative_energy_ev=1.759 gap_ev=10.3774
C -1.797 -0.147 -0.099 0.007 0.007 -0.028
C -0.341 -0.079 0.300 -0.286 0.068 0.104
N 0.645 -0.876 -0.465 0.043 -0.375 0.097
C 1.715 0.098 -0.174 0.310 0.164 -0.095
C 0.584 1.110 0.010 -0.040 0.618 0.030
O 0.459 2.293 -0.131 0.018 -0.707 0.145
H -2.175 -1.160 0.090 0.003 0.193 -0.048
H -1.944 0.084 -1.157 0.088 0.001 0.134
H -2.381 0.554 0.508 0.078 -0.112 -0.138
H -0.248 -0.260 1.387 -0.028 -0.006 -0.085
H 0.809 -1.816 -0.122 -0.022 0.110 0.044
H 2.468 0.258 -0.949 -0.158 0.010 0.022
H 2.207 -0.059 0.801 -0.013 0.028 -0.183

---

[2]
112
Properties=species:S:1:pos:R:3:forces:R:3 method="wB97M-V/def2-TZVPD" energy_ha=-9906.13321 total_charge=+1 s_squared=2.031 relative_energy_ev=2.204 gap_ev="4.3920 / 7.2704" multiplicity=3
Ti 1.053 -2.223 0.204 0.011 0.598 0.135
C -0.719 -5.481 1.425 0.226 -0.493 0.240
As 0.121 -3.908 2.212 2.113 0.395 -0.155
C 1.639 -4.578 3.416 -0.147 1.601 -1.301
C -1.046 -3.239 3.562 -1.487 0.630 0.834
C -0.912 -1.859 4.349 0.995 -0.441 -0.652
C -0.022 -2.150 5.586 -1.073 0.355 0.036
C -0.234 -0.583 3.670 -1.121 -1.399 -2.575
As 1.450 -0.522 2.538 -0.773 -0.120 0.425
C 1.283 1.399 2.178 -0.773 -0.443 -0.223
C 2.850 -0.574 3.862 -0.217 0.112 -0.442
C -2.345 -1.490 4.856 0.684 -0.097 0.716
As -3.773 -0.710 3.743 0.080 0.807 -0.747
C -3.101 1.158 3.410 -0.912 -0.288 -0.185
C -3.315 -1.387 1.918 0.317 2.394 0.615
H -1.294 -5.227 0.512 0.180 0.028 0.748
H -1.292 -6.058 2.179 0.211 0.297 -0.606
H 0.147 -6.079 1.083 -0.453 0.125 0.184
H 1.188 -5.335 4.010 -0.039 -0.888 0.542
H 1.918 -3.722 4.075 -0.215 -0.661 -0.610
H 2.526 -4.884 2.825 -0.718 0.009 0.381
H -1.181 -3.992 4.371 0.073 0.249 -0.615
H -1.985 -3.219 2.998 -0.054 -0.016 0.287
H 1.003 -2.400 5.332 0.021 -0.095 -0.056
H -0.468 -2.927 6.242 0.341 0.445 -0.381
H -0.031 -1.189 6.091 0.358 -0.080 0.677
H -0.257 0.197 4.373 0.506 1.029 1.257
H -0.868 -0.141 2.861 0.048 -0.755 0.592
H 1.051 1.856 3.134 -0.240 0.272 0.044
H 0.432 1.486 1.452 0.866 0.159 0.718
H 2.203 1.843 1.810 -0.025 -0.180 -0.236
H 3.191 -1.576 3.904 0.515 -1.072 0.112
H 2.551 -0.277 4.841 -0.410 0.379 0.630
H 3.655 0.039 3.523 0.685 0.454 -0.253
H -2.220 -0.788 5.723 -0.267 -0.460 -0.660
H -2.837 -2.399 5.275 0.503 0.476 -0.170
H -2.822 1.622 4.349 0.138 0.056 0.157
H -3.979 1.722 3.015 0.739 -0.367 0.130
H -2.264 1.177 2.707 -0.279 0.158 0.074
H -3.622 -2.375 1.898 -0.177 -2.080 -0.390
H -2.267 -1.177 1.734 0.257 -0.592 -0.078
H -3.838 -0.835 1.140 -0.392 0.126 0.186
F -0.561 4.324 -0.917 0.212 -0.066 -0.446
C -1.103 3.261 -1.565 -1.311 -0.478 -1.013
C -0.659 2.037 -1.220 1.025 -1.016 1.228
C -1.262 0.824 -1.673 -0.041 1.371 -0.108
C -0.832 -0.420 -1.268 -0.172 -1.763 -0.632
O 0.076 -0.534 -0.320 0.274 -0.920 -0.038
C -1.437 -1.574 -1.989 1.302 -0.652 1.188
C -2.619 -1.368 -2.574 -1.505 -1.836 -0.910
N -3.185 -0.172 -2.724 -1.298 1.861 -0.140
C -4.605 0.081 -3.087 1.105 -1.792 -0.115
C -5.639 -0.917 -2.585 1.251 1.611 0.979
C -5.505 0.500 -1.977 0.016 -1.100 -0.675
C -2.412 0.972 -2.493 -0.423 -0.857 -0.246
C -2.831 2.174 -2.968 -0.097 1.966 0.614
C -2.155 3.371 -2.505 -0.006 -0.169 0.386
N -2.618 4.645 -2.948 -0.030 -0.978 -0.473
C -2.632 5.638 -1.950 -0.456 2.379 1.677
C -3.129 6.990 -2.564 1.003 0.325 0.425
N -3.889 6.671 -3.803 -0.713 -0.387 0.008
C -2.985 6.128 -4.866 -0.214 -0.901 -0.505
C -2.066 5.046 -4.216 -0.688 0.195 -1.399
C -0.965 -3.055 -1.923 -1.049 1.278 0.190
O -0.035 -3.234 -1.034 0.533 -0.164 0.143
O -1.510 -3.935 -2.560 0.389 0.517 0.180
H 0.150 1.986 -0.491 -0.206 -0.102 -0.283
H -3.232 -2.218 -2.942 0.721 0.524 0.223
H -4.655 0.453 -4.111 -0.492 0.094 0.331
H -5.312 -1.721 -1.959 0.364 -0.200 0.255
H -6.517 -1.166 -3.099 -0.872 -0.008 -1.110
H -5.059 0.501 -0.997 0.030 0.361 0.155
H -6.268 1.217 -2.210 -0.255 0.225 0.149
H -3.819 2.285 -3.463 1.091 0.045 0.261
H -1.720 5.906 -1.373 -0.098 -0.334 -0.871
H -3.318 5.341 -1.117 0.165 0.055 -0.843
H -2.352 7.754 -2.856 -0.510 -1.137 0.256
H -3.736 7.461 -1.799 -0.476 0.235 -0.334
H -4.425 7.447 -4.162 -0.066 0.509 -0.045
H -4.583 5.946 -3.565 0.383 0.014 -0.089
H -2.425 6.929 -5.328 0.135 0.413 0.270
H -3.603 5.704 -5.689 0.141 0.215 0.806
H -1.057 5.466 -4.161 0.215 -0.394 0.003
H -2.153 4.178 -4.915 0.710 0.588 0.766
O 2.767 -1.238 -0.915 -1.125 0.375 -0.580
C 4.129 -1.683 -0.592 -1.889 0.389 -0.067
C 3.868 -2.912 0.293 1.552 -1.652 0.418
O 4.840 -3.483 0.772 -1.178 0.532 -0.382
O 2.622 -3.315 0.445 0.800 0.604 0.104
C 4.701 -1.974 -1.965 0.206 1.638 0.584
C 5.493 -0.997 -2.553 1.407 -1.274 -0.923
C 5.954 -1.323 -3.852 0.805 1.632 -0.687
C 5.462 -2.423 -4.545 1.237 1.087 -1.082
C 4.529 -3.255 -3.981 0.561 -0.717 -0.786
C 4.163 -3.006 -2.709 -0.502 -0.233 1.905
C 4.751 -0.565 0.248 0.869 0.863 -0.186
C 5.902 -0.777 1.051 -0.445 1.201 -0.392
C 6.468 0.315 1.742 -0.876 -0.917 -0.017
C 5.903 1.590 1.645 0.743 1.276 0.797
C 4.782 1.848 0.871 -0.030 -1.826 -1.238
C 4.244 0.742 0.123 -1.014 1.073 0.526
H 2.624 -1.076 -1.880 0.487 -0.240 1.084
H 5.896 -0.165 -1.972 -0.186 -0.211 -0.334
H 6.728 -0.688 -4.429 -1.409 -0.866 1.318
H 5.874 -2.537 -5.562 -0.451 -0.376 0.613
H 4.236 -4.172 -4.452 -0.430 -0.089 -0.404
H 3.453 -3.611 -2.181 -0.293 -0.648 -0.028
H 6.355 -1.754 1.067 -0.026 -0.125 0.257
H 7.257 0.108 2.465 0.075 0.249 -0.460
H 6.398 2.443 2.192 -0.644 -1.059 -0.533
H 4.365 2.853 0.747 0.175 -0.458 0.144
H 3.308 0.938 -0.488 1.403 -0.383 0.746

---

[3]
74
Properties=species:S:1:pos:R:3:forces:R:3 method="wB97M-V/def2-TZVPD" energy_ha=-2070.87349 total_charge=-1 gap_ev=6.7266
C -0.398 8.624 1.015 -0.486 0.033 -0.153
C -1.866 8.326 0.670 -0.147 0.134 0.564
C -2.531 7.445 1.723 0.641 -0.367 -0.207
C -1.798 6.086 1.880 -1.149 0.214 0.265
C -2.759 4.893 1.892 0.785 -0.004 0.363
B -1.958 3.459 2.077 -1.026 -0.378 -1.106
C -2.099 2.620 0.636 0.730 0.461 0.425
C -0.973 1.609 0.351 -0.804 -0.077 -0.566
C -1.270 0.180 0.827 -0.016 0.228 0.645
C -0.265 -0.351 1.843 0.503 -0.046 -0.905
C 1.194 -0.283 1.342 -0.147 -0.211 0.197
C 1.897 -1.634 1.306 0.464 0.352 0.095
C 1.629 -2.365 0.024 -0.012 -0.279 0.189
O 2.197 -3.665 0.116 -0.032 0.071 -0.205
C 2.073 -4.396 -1.077 0.277 -0.243 0.389
C -2.582 2.496 3.269 0.582 0.640 -0.211
Cl -4.401 2.378 3.183 -0.063 -0.006 0.010
C -2.169 2.768 4.693 -0.212 -0.537 0.181
C -0.830 2.137 5.024 -0.205 0.470 -0.089
Cl -2.097 4.519 5.133 -0.086 0.120 0.046
H -0.205 8.359 2.049 0.198 -0.161 0.144
H -0.167 9.679 0.913 0.094 0.206 -0.159
H 0.252 8.060 0.361 0.410 -0.130 0.038
H -2.414 9.263 0.590 -0.140 0.125 -0.191
H -1.951 7.795 -0.273 0.078 0.069 -0.370
H -2.512 7.960 2.681 -0.177 0.193 0.197
H -3.568 7.262 1.456 -0.234 0.026 -0.028
H -1.076 5.959 1.079 0.341 -0.038 -0.040
H -1.314 6.084 2.850 0.607 -0.053 -0.016
H -3.323 4.938 0.955 -0.235 -0.218 -0.073
H -3.458 5.060 2.709 -0.329 0.069 0.055
H -0.756 3.619 2.256 0.122 0.043 0.331
H -3.082 2.158 0.534 -0.168 -0.182 -0.044
H -2.048 3.375 -0.151 -0.033 0.170 -0.159
H -0.818 1.570 -0.729 0.204 -0.045 -0.182
H -0.054 1.999 0.774 0.261 -0.019 0.219
H -1.359 -0.516 -0.003 0.116 -0.131 -0.270
H -2.243 0.178 1.313 -0.271 -0.036 -0.009
H -0.331 0.242 2.744 -0.179 -0.036 0.371
H -0.488 -1.398 2.050 -0.169 -0.073 0.354
H 1.753 0.401 1.970 0.193 0.117 0.148
H 1.246 0.142 0.342 -0.117 0.170 -0.213
H 2.974 -1.478 1.352 0.196 -0.054 0.122
H 1.635 -2.251 2.160 -0.154 -0.110 0.127
H 0.555 -2.409 -0.182 -0.116 -0.135 -0.079
H 2.119 -1.826 -0.789 -0.071 0.116 -0.284
H 2.198 -3.761 -1.956 -0.152 0.098 -0.136
H 1.119 -4.931 -1.108 -0.192 0.117 -0.211
H 2.871 -5.139 -1.083 0.048 -0.099 0.000
H -2.244 1.486 3.068 -0.096 -0.362 0.034
H -2.914 2.343 5.354 -0.174 0.125 0.301
H -0.926 1.057 4.957 0.130 -0.181 -0.094
H -0.080 2.521 4.340 0.199 -0.141 -0.116
H -0.564 2.413 6.036 0.212 -0.033 0.275
N 3.286 -7.485 -3.349 -0.063 -0.031 0.007
C 4.247 -8.297 -3.886 0.003 0.044 -0.015
C 4.218 -9.484 -3.206 0.018 -0.013 -0.009
C 3.198 -9.385 -2.221 -0.046 -0.019 0.017
C 2.639 -8.141 -2.334 0.030 0.076 -0.054
H 3.094 -6.548 -3.652 0.089 -0.008 0.020
H 4.865 -7.961 -4.700 0.007 -0.009 0.003
H 4.857 -10.331 -3.393 0.000 0.000 0.002
H 2.909 -10.141 -1.511 -0.004 0.001 0.001
H 1.844 -7.668 -1.784 0.020 -0.011 0.034
N 0.820 -4.791 -4.739 0.068 0.034 -0.051
C -0.370 -4.744 -5.413 0.000 -0.042 0.033
C -0.381 -3.601 -6.163 -0.016 -0.019 -0.023
C 0.852 -2.931 -5.937 0.040 0.017 -0.022
C 1.572 -3.689 -5.055 0.001 -0.080 0.052
H 1.096 -5.520 -4.107 -0.114 0.011 0.013
H -1.102 -5.525 -5.298 -0.012 0.015 0.003
H -1.184 -3.277 -6.804 -0.003 0.007 0.008
H 1.171 -1.999 -6.370 -0.005 0.007 0.010
H 2.549 -3.541 -4.626 -0.010 0.038 0.003